(1)
Density functional theory data (the ωB97M-V functional and the def2-TZVPD basis) for a structure of composition C32H33AsN3O7PSTi.

The frontier orbital gap (alpha / beta) comes out at 5.055 / 8.208 eV. The spin multiplicity is 2. Its energy relative to the best compared isomer or geometry (same formula, charge and spin) is 0.0 kcal/mol. The expectation value of S² is 0.770. The net charge is -1. As for the HOMO energy (alpha / beta): -2.6 / -5.8 eV.

Structure (XYZ):
```
79
C32H33AsN3O7PSTi the ωB97M-V functional and the def2-TZVPD basis
Ti 0.42 0.28 -0.70
C -4.28 3.78 0.37
C -4.29 2.46 -0.07
C -3.49 1.51 0.55
C -2.66 1.88 1.60
C -2.64 3.20 2.03
C -3.45 4.15 1.43
P -1.55 0.69 2.40
C -2.26 0.52 4.08
C -3.61 0.73 4.32
C -4.13 0.55 5.59
C -3.30 0.16 6.63
C -1.95 -0.05 6.40
C -1.43 0.13 5.12
C -1.78 -0.90 1.57
C -2.71 -1.80 2.09
C -2.92 -3.01 1.46
C -2.21 -3.30 0.30
C -1.29 -2.38 -0.20
C -1.03 -1.14 0.40
H -4.89 4.52 -0.12
H -4.91 2.18 -0.90
H -3.47 0.49 0.18
H -1.96 3.49 2.83
H -3.42 5.18 1.75
H -4.26 1.05 3.51
H -5.19 0.73 5.77
H -3.71 0.02 7.63
H -1.30 -0.35 7.21
H -0.37 -0.01 4.93
H -3.26 -1.58 3.00
H -3.63 -3.72 1.86
H -2.36 -4.24 -0.21
H -0.78 -2.66 -1.11
C 2.99 -2.05 1.22
C 2.58 -2.30 -0.18
N 1.68 -1.60 -0.84
C 1.61 -2.11 -2.10
C 2.47 -3.16 -2.22
N 3.07 -3.26 -0.99
C 2.81 -4.10 -3.32
O 2.17 -3.92 -4.46
O 3.62 -4.97 -3.13
C 0.61 -1.50 -3.03
O 0.48 -1.96 -4.18
O -0.07 -0.56 -2.51
H 2.35 -1.28 1.65
H 4.02 -1.68 1.26
H 2.92 -2.96 1.82
H 3.77 -3.96 -0.78
H 1.53 -3.13 -4.41
C 5.66 2.66 2.99
As 4.24 1.80 1.93
C 3.17 3.42 1.66
C 5.17 1.87 0.21
S 0.31 1.30 2.46
H 6.03 3.56 2.49
H 6.49 1.97 3.14
H 5.26 2.94 3.97
H 3.82 4.27 1.46
H 2.57 3.62 2.55
H 2.50 3.25 0.82
H 5.64 2.84 0.06
H 4.44 1.68 -0.57
H 5.94 1.09 0.16
O -0.84 1.66 -0.82
N -0.87 2.93 -1.30
C -0.41 3.93 -0.46
C -0.79 5.21 -0.68
C -1.70 5.54 -1.71
C -2.19 4.48 -2.51
C -1.79 3.20 -2.29
H 0.26 3.59 0.32
H -0.38 5.98 -0.03
H -2.01 6.56 -1.88
H -2.88 4.67 -3.32
H -2.11 2.34 -2.87
O 1.92 1.14 -0.13
O 1.92 0.99 -1.56
```

Results of the Mulliken charge analysis, in e, for atoms 1 through 4:
1. Ti -0.39
2. C -0.38
3. C -0.67
4. C -0.27

=====

(2)
Density functional theory data (the ωB97M-V functional and the def2-TZVPD basis) for a structure of composition C32H33BMnNO6S2Si in a non-equilibrium geometry.

The frontier orbital gap (alpha / beta) comes out at 8.185 / 8.731 eV. The spin multiplicity is 5. Its energy relative to the best compared isomer or geometry (same formula, charge and spin) is 20.2 kcal/mol. The expectation value of S² is 6.132. The net charge is 0. As for the HOMO energy (alpha / beta): -7.9 / -8.3 eV.

Structure (XYZ):
```
77
C32H33BMnNO6S2Si the ωB97M-V functional and the def2-TZVPD basis
Mn -0.84 -0.66 0.70
C -4.27 0.12 -2.09
C -3.69 -0.51 -0.86
C -4.60 -0.74 0.31
O -2.52 -0.83 -0.83
H -5.14 -0.45 -2.43
H -3.52 0.18 -2.88
H -4.62 1.12 -1.84
H -5.39 0.01 0.36
H -4.03 -0.74 1.24
H -5.07 -1.72 0.20
C -1.79 -3.91 3.29
O -2.04 -2.51 2.99
C -1.46 -2.01 1.94
O -0.74 -2.63 1.15
H -1.65 -3.96 4.36
H -0.92 -4.27 2.76
H -2.67 -4.48 3.00
O 0.49 -0.19 -0.58
Si 1.70 -0.87 -1.42
C 3.45 -0.29 -1.00
C 4.55 -1.10 -1.30
C 5.85 -0.69 -1.03
C 6.08 0.55 -0.45
C 5.01 1.38 -0.16
C 3.71 0.97 -0.44
C 1.70 -2.74 -1.19
C 0.91 -3.59 -1.96
C 0.82 -4.95 -1.68
C 1.52 -5.48 -0.60
C 2.31 -4.65 0.18
C 2.39 -3.29 -0.10
C 1.46 -0.47 -3.23
C 1.92 -1.33 -4.25
C 1.81 -0.97 -5.59
C 1.26 0.25 -5.94
C 0.80 1.11 -4.95
C 0.91 0.75 -3.61
H 4.39 -2.07 -1.76
H 6.68 -1.34 -1.27
H 7.09 0.87 -0.23
H 5.18 2.36 0.29
H 2.89 1.63 -0.21
H 0.35 -3.19 -2.80
H 0.20 -5.59 -2.29
H 1.46 -6.54 -0.38
H 2.86 -5.06 1.02
H 3.00 -2.65 0.53
H 2.36 -2.28 -3.98
H 2.17 -1.65 -6.36
H 1.18 0.53 -6.98
H 0.37 2.07 -5.22
H 0.54 1.43 -2.85
S 1.30 0.06 2.75
C 1.15 1.67 2.47
N 0.91 2.24 1.28
C 0.48 3.64 1.28
C 1.05 4.26 2.56
S 1.27 2.88 3.73
H 0.68 1.62 0.51
H -0.61 3.71 1.25
H 0.88 4.15 0.40
H 0.36 4.98 3.00
H 2.01 4.74 2.39
O -1.88 1.23 2.92
B -1.88 1.04 1.53
O -2.72 1.99 0.94
C -3.21 2.77 1.97
C -4.06 3.85 1.90
C -4.38 4.47 3.11
C -3.86 4.00 4.32
C -2.99 2.90 4.36
C -2.69 2.31 3.16
H -4.45 4.20 0.96
H -5.04 5.32 3.11
H -4.12 4.50 5.24
H -2.58 2.53 5.30
```

Results of the Mulliken charge analysis, in e, for atoms 1 through 4:
1. Mn 1.14
2. C -1.37
3. C 1.00
4. C -0.97

=====

(3)
Density functional theory data (the ωB97M-V functional and the def2-TZVPD basis) for a structure of composition C32H33FN8O7Ti.

The frontier orbital gap (alpha / beta) comes out at 7.516 / 8.577 eV. The spin multiplicity is 2. Its energy relative to the best compared isomer or geometry (same formula, charge and spin) is 1.1 kcal/mol. The expectation value of S² is 0.752. The net charge is +1. As for the HOMO energy (alpha / beta): -10.2 / -11.2 eV.

Structure (XYZ):
```
82
C32H33FN8O7Ti the ωB97M-V functional and the def2-TZVPD basis
Ti -1.03 -0.62 0.96
O -1.56 2.05 3.46
C -2.04 1.68 2.40
N -2.49 0.42 2.10
C -3.06 -0.36 3.08
O -3.45 -0.02 4.17
C -3.24 -1.80 2.62
C -4.10 -2.66 3.26
C -4.20 -3.96 2.79
C -3.42 -4.35 1.71
C -2.57 -3.43 1.14
N -2.49 -2.18 1.58
C -2.06 2.62 1.22
C -1.94 3.99 1.41
C -1.94 4.81 0.30
C -2.04 4.23 -0.96
C -2.15 2.85 -1.05
N -2.17 2.05 0.01
H -4.67 -2.30 4.11
H -4.87 -4.66 3.26
H -3.47 -5.36 1.33
H -1.91 -3.69 0.32
H -1.88 4.38 2.42
H -1.87 5.89 0.41
H -2.04 4.84 -1.85
H -2.23 2.37 -2.01
N -0.01 -0.71 3.03
C 1.40 -0.99 2.70
C 2.31 -1.31 3.88
C 2.47 -0.17 4.89
C 3.38 0.99 4.46
N 2.99 1.73 3.26
C 1.88 2.46 3.13
N 1.12 2.73 4.20
N 1.56 2.96 1.94
C 1.41 -2.08 1.62
O 2.34 -2.84 1.49
O 0.35 -2.04 0.85
H -0.14 0.15 3.54
H -0.39 -1.46 3.60
H 1.76 -0.11 2.18
H 3.28 -1.60 3.47
H 1.93 -2.19 4.40
H 2.92 -0.57 5.80
H 1.49 0.21 5.19
H 4.38 0.60 4.25
H 3.50 1.70 5.29
H 3.56 1.63 2.43
H 1.41 2.41 5.11
H 0.13 2.89 4.06
H 1.87 2.48 1.09
H 0.67 3.44 1.87
C 3.70 -0.03 -4.57
C 2.29 0.05 -5.13
C 2.09 -0.98 -6.22
C 0.67 -0.94 -6.76
C -0.30 -1.17 -5.64
C -1.51 -1.78 -5.85
C -2.40 -1.98 -4.80
F -3.57 -2.58 -5.06
C -2.11 -1.59 -3.53
C -0.88 -0.96 -3.28
C -0.57 -0.54 -1.92
O -1.39 -0.83 -1.01
C 0.64 0.19 -1.76
C 1.49 0.32 -2.83
N 1.26 -0.15 -4.06
C 0.03 -0.76 -4.33
C 1.09 0.86 -0.49
O 2.15 1.49 -0.48
O 0.33 0.78 0.54
H 4.40 -0.03 -5.40
H 3.84 -0.95 -4.01
H 3.97 0.82 -3.93
H 2.11 1.05 -5.54
H 2.33 -1.97 -5.83
H 2.81 -0.76 -7.01
H 0.53 -1.68 -7.54
H 0.48 0.04 -7.21
H -1.79 -2.11 -6.85
H -2.80 -1.75 -2.71
H 2.42 0.84 -2.67
```

Results of the Mulliken charge analysis, in e, for atoms 1 through 4:
1. Ti -0.22
2. O -0.91
3. C 0.61
4. N -0.14

=====

(4)
Density functional theory data (the ωB97M-V functional and the def2-TZVPD basis) for a structure of composition C32H33KN8O3P in a non-equilibrium geometry.

The frontier orbital gap comes out at 6.012 eV. Its energy relative to the best compared isomer or geometry (same formula, charge and spin) is 45.6 kcal/mol. The net charge is -1. As for the HOMO energy: -4.2 eV.

Structure (XYZ):
```
78
C32H33KN8O3P the ωB97M-V functional and the def2-TZVPD basis
K 0.62 0.71 0.95
O -3.03 3.33 1.31
C -2.05 2.71 0.84
N -2.01 1.45 0.46
C -3.26 0.76 0.73
C -3.05 -0.74 0.61
C -3.90 -1.54 -0.15
C -3.66 -2.91 -0.23
C -2.57 -3.44 0.44
C -1.78 -2.57 1.18
N -2.01 -1.26 1.26
C -0.72 3.47 0.74
C -0.58 4.61 1.53
C 0.63 5.29 1.51
C 1.65 4.83 0.68
C 1.41 3.70 -0.08
N 0.26 3.03 -0.05
H -4.07 1.07 0.05
H -3.63 0.99 1.73
H -4.75 -1.09 -0.66
H -4.32 -3.55 -0.81
H -2.34 -4.49 0.40
H -0.90 -2.93 1.71
H -1.42 4.92 2.14
H 0.77 6.17 2.12
H 2.61 5.33 0.65
H 2.17 3.31 -0.75
O 1.75 -0.78 -1.52
C 2.12 -2.01 -1.62
C 2.10 -2.72 -2.85
C 2.54 -4.02 -2.98
C 3.03 -4.71 -1.87
C 3.04 -4.05 -0.65
C 2.58 -2.75 -0.49
C 2.64 -2.20 0.88
N 1.80 -1.41 1.40
N 1.98 -1.22 2.77
C 2.01 0.00 3.27
O 2.01 1.12 2.69
C 2.10 -0.01 4.78
C 1.57 1.07 5.49
C 1.62 1.11 6.87
C 2.23 0.07 7.57
C 2.77 -1.00 6.88
C 2.70 -1.04 5.49
H 1.75 -2.20 -3.74
H 2.52 -4.50 -3.95
H 3.39 -5.73 -1.96
H 3.41 -4.57 0.24
H 3.43 -2.61 1.53
H 1.13 1.88 4.92
H 1.20 1.95 7.41
H 2.28 0.10 8.66
H 3.26 -1.81 7.42
H 3.11 -1.88 4.93
C -1.26 -0.84 -4.30
N -1.92 -0.47 -2.98
C -2.74 0.81 -3.18
N -1.93 1.85 -3.71
C -1.33 1.42 -4.97
N -0.49 0.24 -4.83
C 0.72 0.52 -4.02
P 0.43 0.92 -2.22
C -0.91 -0.34 -1.88
C -0.88 2.23 -2.72
H -2.06 -1.11 -4.98
H -0.63 -1.71 -4.09
H -2.56 -1.22 -2.71
H -3.14 1.07 -2.21
H -3.54 0.55 -3.88
H -0.72 2.23 -5.35
H -2.13 1.21 -5.69
H 1.22 1.38 -4.47
H 1.40 -0.33 -4.11
H -1.42 0.03 -0.98
H -0.50 -1.33 -1.69
H -0.37 3.13 -3.09
H -1.40 2.52 -1.80
```

Results of the Mulliken charge analysis, in e, for atoms 1 through 4:
1. K 0.97
2. O -0.85
3. C -0.22
4. N 0.06

=====

(5)
Density functional theory data (the ωB97M-V functional and the def2-TZVPD basis) for a structure of composition C32H34As2F5NiO2S2Se.

The frontier orbital gap (alpha / beta) comes out at 7.776 / 7.293 eV. The spin multiplicity is 3. Its energy relative to the best compared isomer or geometry (same formula, charge and spin) is 19.4 kcal/mol. The expectation value of S² is 2.010. The net charge is +1. As for the HOMO energy (alpha / beta): -9.7 / -10.1 eV.

Structure (XYZ):
```
79
C32H34As2F5NiO2S2Se the ωB97M-V functional and the def2-TZVPD basis
Ni -0.27 -0.31 -0.33
C 1.29 -0.81 3.64
As 0.20 0.11 2.32
C -1.14 0.81 3.53
C 1.33 1.70 2.06
C 1.39 2.70 3.03
C 2.20 3.82 2.84
C 2.94 3.95 1.68
C 2.89 2.96 0.70
C 2.10 1.84 0.89
As 1.97 0.43 -0.43
C 3.27 -0.85 0.19
C 2.82 1.07 -2.03
H 1.63 -0.09 4.39
H 2.16 -1.28 3.18
H 0.70 -1.58 4.12
H -0.69 1.05 4.49
H -1.91 0.06 3.68
H -1.59 1.72 3.12
H 0.81 2.61 3.94
H 2.24 4.58 3.61
H 3.57 4.82 1.53
H 3.47 3.08 -0.21
H 4.21 -0.35 0.40
H 3.41 -1.60 -0.59
H 2.91 -1.35 1.08
H 3.84 1.36 -1.82
H 2.27 1.91 -2.45
H 2.80 0.25 -2.73
O -1.96 -1.43 -0.17
S -3.43 -1.68 0.12
C -4.00 -0.26 1.12
C -4.86 0.83 0.48
C -4.05 1.87 -0.29
C -3.30 2.80 0.67
S -1.56 2.98 0.29
O -1.12 1.56 0.01
C -1.65 3.80 -1.28
C -2.47 4.91 -1.47
C -2.42 5.57 -2.69
C -1.56 5.14 -3.69
C -0.75 4.03 -3.48
C -0.78 3.36 -2.27
C -4.32 -1.44 -1.38
C -5.60 -1.98 -1.44
C -6.34 -1.78 -2.60
C -5.80 -1.08 -3.67
C -4.50 -0.58 -3.59
C -3.75 -0.76 -2.44
H -3.05 0.13 1.48
H -4.51 -0.72 1.97
H -5.42 1.32 1.28
H -5.61 0.38 -0.18
H -4.70 2.45 -0.94
H -3.33 1.36 -0.94
H -3.29 2.41 1.69
H -3.71 3.81 0.72
H -3.13 5.27 -0.70
H -3.05 6.44 -2.85
H -1.53 5.66 -4.64
H -0.09 3.69 -4.27
H -0.16 2.49 -2.10
H -6.01 -2.54 -0.61
H -7.34 -2.20 -2.67
H -6.38 -0.93 -4.56
H -4.07 -0.05 -4.44
H -2.73 -0.40 -2.38
F 1.56 1.33 -7.50
C 1.22 0.72 -6.38
C 0.13 1.14 -5.65
F -0.60 2.18 -6.09
C -0.21 0.49 -4.48
F -1.30 0.94 -3.84
C 0.51 -0.59 -3.99
Se -0.07 -1.57 -2.46
C 1.61 -0.99 -4.74
F 2.38 -2.00 -4.35
C 1.97 -0.35 -5.92
F 3.03 -0.76 -6.61
```

Results of the Mulliken charge analysis, in e, for atoms 1 through 4:
1. Ni 0.61
2. C -1.19
3. As 0.51
4. C -1.53

=====

(6)
Density functional theory data (the ωB97M-V functional and the def2-TZVPD basis) for a cluster of 2 separate species, C32H34BF4NO2S in total in a non-equilibrium geometry.

The frontier orbital gap comes out at 7.039 eV. Its energy relative to the best compared isomer or geometry (same formula, charge and spin) is 21.6 kcal/mol. The net charge is 0. As for the HOMO energy: -6.7 eV.

Structure (XYZ):
```
75
C32H34BF4NO2S the ωB97M-V functional and the def2-TZVPD basis
C 0.15 2.69 3.56
C 0.45 1.66 4.65
C 0.23 2.31 6.00
O -0.52 0.61 4.38
B 0.27 -0.39 3.85
C -0.15 -1.39 2.75
C -1.50 -1.02 2.12
C -1.76 0.22 1.52
C -2.97 0.39 0.86
F -3.16 1.55 0.15
C -3.97 -0.59 0.80
C -3.69 -1.79 1.44
F -4.62 -2.80 1.43
C -2.48 -2.01 2.09
C 1.00 -1.43 1.76
C 2.16 -2.13 2.14
C 3.27 -2.14 1.31
F 4.37 -2.88 1.68
C 3.29 -1.47 0.08
C 2.14 -0.77 -0.26
F 2.12 -0.07 -1.45
C 0.98 -0.77 0.52
O 1.50 -0.50 4.50
C 1.87 0.90 4.54
C 2.60 1.15 3.22
C 2.84 1.14 5.68
H 0.93 3.46 3.53
H 0.02 2.22 2.58
H -0.82 3.15 3.82
H 0.88 3.20 6.03
H -0.81 2.64 6.11
H 0.49 1.65 6.84
H -0.26 -2.37 3.21
H -1.00 1.00 1.49
H -4.90 -0.40 0.29
H -2.27 -2.98 2.54
H 2.18 -2.67 3.09
H 4.16 -1.50 -0.56
H 0.10 -0.26 0.14
H 2.99 2.17 3.18
H 3.42 0.42 3.16
H 1.93 0.94 2.36
H 3.13 2.19 5.65
H 2.43 0.89 6.66
H 3.73 0.52 5.52
C 1.10 -0.02 10.30
C 0.31 -0.32 9.09
C -0.96 0.13 8.78
C -1.40 -0.32 7.52
C -0.52 -1.17 6.87
C -0.87 -2.10 5.85
C -0.05 -3.22 5.56
C -0.67 -4.42 5.29
C -2.11 -4.44 5.26
N -2.76 -5.62 5.36
C -4.18 -5.67 5.64
C -2.03 -6.86 5.19
C -2.88 -3.23 5.23
C -2.18 -2.05 5.33
S 0.95 -1.31 7.81
H 0.43 0.37 11.08
H 1.61 -0.92 10.66
H 1.84 0.76 10.08
H -1.56 0.71 9.48
H -2.40 -0.15 7.14
H 1.03 -3.09 5.54
H -0.11 -5.36 5.18
H -4.40 -5.35 6.67
H -4.71 -5.00 4.96
H -4.52 -6.70 5.48
H -1.61 -6.89 4.17
H -1.19 -6.92 5.89
H -2.72 -7.69 5.34
H -3.98 -3.25 5.24
H -2.63 -1.08 5.15
```

Results of the Mulliken charge analysis, in e, for atoms 1 through 4:
1. C -1.52
2. C 2.03
3. C -1.95
4. O -0.42